Record 1
151
Properties=species:S:1:pos:R:3:forces:R:3:lowdin_charge:R:1 method="wB97M-V/def2-TZVPD" e_tot_ev=-155856.28393 lumo_ev=-2.807 gap_ev=7.52 fmax_ev_per_a=11.74 total_charge=+1 homo_ev=-10.32
C -4.363 3.175 4.616 0.7 0.9 -0.6 -0.14
C -3.495 3.819 3.351 -0.1 0.0 -0.3 -0.24
C -2.713 2.599 2.515 -1.7 1.5 1.6 -0.22
N -1.760 3.288 1.578 0.8 -1.2 -0.7 -0.01
C -0.697 2.386 1.009 -0.6 1.4 0.5 -0.32
O -1.352 1.070 0.996 2.9 0.4 -0.3 -0.02
C -0.081 2.977 -0.391 -1.3 2.3 1.0 -0.16
C -1.006 3.256 -1.693 -1.7 0.0 -1.0 -0.13
C -2.223 2.214 -2.005 -3.7 -3.6 -1.5 -0.10
C -3.593 2.025 -1.064 -0.2 -1.7 -2.2 -0.01
C -4.817 0.979 -1.402 2.7 0.0 -2.7 -0.06
C -4.808 0.035 -2.759 4.0 3.4 1.2 -0.03
C -3.491 0.214 -3.736 -1.0 1.7 3.3 -0.01
C -2.236 1.262 -3.381 -2.1 -0.3 1.7 -0.12
C -1.048 1.295 -4.532 -1.5 0.3 -0.5 -0.13
N 1.271 2.244 -0.524 0.6 2.7 -0.3 -0.16
P 1.472 1.190 -1.928 1.7 -2.6 -2.7 0.45
S 3.246 0.470 -2.252 -0.5 0.6 0.4 0.29
C 1.815 1.821 0.860 -0.6 -0.4 2.5 -0.33
N 3.056 2.583 1.282 4.9 -3.3 -4.9 0.16
C 4.173 2.232 0.585 3.9 -0.3 -3.3 -0.04
O 5.284 2.014 -0.138 -9.5 2.1 6.6 0.03
O 1.846 0.362 0.724 0.6 2.7 1.0 -0.16
C 2.385 -0.338 1.883 0.2 -1.9 3.0 -0.14
C 3.376 -1.603 1.593 0.9 0.0 0.1 -0.26
C 4.784 -1.191 0.788 0.1 -1.5 0.7 -0.09
C 2.670 -2.934 0.951 0.5 -0.8 -0.3 -0.34
C 1.642 -2.669 -0.291 -0.2 -0.3 0.1 -0.10
C 1.962 -3.916 2.105 0.8 0.3 -1.1 -0.08
C 0.706 2.506 1.915 -2.1 -1.0 1.1 -0.21
O 0.434 1.829 3.190 0.7 -0.9 -2.0 -0.03
C 1.086 4.027 2.509 -0.3 1.3 0.6 -0.13
N 1.919 3.938 3.806 -0.8 0.4 -1.2 -0.13
C 1.109 4.425 4.989 -1.2 0.5 0.6 -0.16
H -5.344 2.708 4.175 1.9 0.8 1.2 0.08
H -4.591 4.048 5.397 0.3 -2.1 -1.8 0.09
H -3.691 2.366 5.139 -1.5 1.5 -1.0 0.08
H -2.728 4.652 3.715 -1.5 -2.0 -0.7 0.11
H -4.218 4.382 2.587 1.4 -1.2 1.7 0.11
H -2.169 1.967 3.338 -0.9 1.2 -2.0 0.13
H -3.581 1.991 1.993 2.0 0.9 1.0 0.12
H -2.219 3.901 0.875 0.4 -0.9 0.8 0.11
H -0.718 0.318 1.178 -0.7 1.2 -0.5 0.12
H 0.303 4.084 -0.145 -1.1 -2.4 -0.1 0.17
H -1.528 4.316 -1.510 1.3 -2.3 -0.2 0.15
H -0.417 3.405 -2.716 -1.1 -0.4 2.4 0.10
H -3.743 2.672 -0.072 0.5 -1.6 -2.5 0.07
H -5.779 0.868 -0.708 2.6 0.6 -1.5 0.09
H -5.711 -0.696 -2.967 2.3 1.7 0.2 0.07
H -3.471 -0.419 -4.733 0.2 1.5 2.3 0.09
H -0.276 0.419 -4.454 -1.3 1.7 0.1 0.09
H -0.539 2.369 -4.636 -1.0 -2.5 0.3 0.08
H -1.613 1.136 -5.572 1.4 0.4 2.5 0.05
H 1.892 3.072 -0.776 -0.4 -1.4 0.2 0.17
H 1.214 2.031 -3.107 -0.6 -0.5 1.7 0.02
H 0.551 0.080 -1.814 -0.2 1.4 0.3 0.04
H 2.936 0.352 2.678 -1.2 -1.0 -2.1 0.16
H 1.450 -0.788 2.476 1.9 0.9 -1.2 0.14
H 3.770 -1.948 2.669 -1.1 1.0 -2.1 0.16
H 4.664 -1.198 -0.376 0.2 0.3 2.4 0.04
H 5.529 -2.091 1.037 -1.6 2.0 -0.6 0.09
H 5.297 -0.233 1.228 -1.2 -1.7 -1.0 0.07
H 3.560 -3.598 0.512 -1.8 1.6 0.9 0.13
H 1.993 -1.814 -1.008 -0.5 -1.6 1.4 0.03
H 0.559 -2.407 0.108 2.1 -0.5 -0.8 0.09
H 1.570 -3.668 -0.922 0.0 2.1 1.3 0.10
H 1.132 -4.515 1.538 1.3 1.1 1.4 0.07
H 2.792 -4.682 2.430 -1.7 1.5 -0.3 0.09
H 1.558 -3.306 3.019 0.6 -1.3 -1.8 0.08
H 0.181 0.870 3.084 0.4 1.5 -0.2 0.11
H 1.583 4.718 1.696 -0.8 -1.5 1.5 0.12
H 0.107 4.619 2.853 1.7 -1.8 -1.3 0.13
H 2.822 4.450 3.693 -1.4 -0.4 0.2 0.10
H 0.937 5.603 4.925 0.2 -2.9 0.4 0.07
H 0.046 3.900 4.982 2.3 0.9 -0.1 0.09
H 1.588 4.136 6.041 -0.7 0.7 -2.5 0.10
C 4.304 6.796 7.802 0.1 -0.3 0.1 -0.22
C 5.429 7.258 6.877 0.3 0.0 0.2 -0.22
C 4.814 7.527 5.505 0.6 -0.2 -0.3 -0.23
S 3.111 7.981 5.801 0.0 0.9 0.2 0.69
O 2.257 6.958 5.236 0.4 0.8 -0.1 -0.36
O 2.935 9.389 5.506 -0.2 -0.8 -0.2 -0.32
C 3.155 7.766 7.570 -0.1 -0.1 0.5 -0.23
H 4.617 6.788 8.850 -0.1 0.0 -0.2 0.12
H 3.997 5.779 7.532 0.0 0.1 0.1 0.12
H 5.869 8.182 7.272 -0.1 -0.1 -0.1 0.12
H 6.230 6.515 6.812 -0.1 0.2 0.0 0.12
H 5.323 8.345 4.989 -0.3 -0.1 0.0 0.11
H 4.822 6.630 4.880 -0.1 0.2 0.1 0.10
H 2.195 7.387 7.924 0.0 0.1 -0.2 0.11
H 3.365 8.741 8.020 -0.1 -0.1 -0.2 0.11
C 8.700 -4.308 -2.632 0.1 0.2 -0.2 -0.22
C 9.370 -4.198 -1.264 0.4 -0.1 0.0 -0.22
C 8.286 -3.832 -0.251 0.5 0.3 0.4 -0.23
S 6.756 -4.491 -0.895 -0.1 -0.5 0.0 0.66
O 5.879 -3.386 -1.220 0.0 -0.4 0.2 -0.34
O 6.329 -5.602 -0.068 -0.2 0.6 -0.2 -0.33
C 7.440 -5.133 -2.410 0.2 -0.2 -0.5 -0.23
H 9.359 -4.773 -3.371 -0.1 0.1 0.1 0.12
H 8.435 -3.308 -2.996 0.0 -0.1 0.0 0.12
H 9.813 -5.165 -0.996 -0.1 0.1 0.0 0.12
H 10.175 -3.458 -1.266 -0.1 -0.1 0.0 0.12
H 8.487 -4.271 0.730 -0.2 0.1 -0.1 0.11
H 8.176 -2.748 -0.158 -0.1 -0.2 0.0 0.11
H 6.714 -5.035 -3.219 -0.1 0.0 0.2 0.11
H 7.683 -6.187 -2.248 -0.1 0.1 0.0 0.11
C -1.582 -7.849 3.078 -0.1 -0.3 0.0 -0.22
C -1.356 -7.084 1.775 0.2 -0.2 -0.2 -0.22
C -2.121 -5.766 1.878 0.0 0.0 -0.7 -0.23
S -2.198 -5.367 3.618 0.0 0.2 0.3 0.66
O -3.580 -5.425 4.043 0.5 0.3 -0.1 -0.32
O -1.352 -4.220 3.883 -0.5 -0.1 0.0 -0.35
C -1.369 -6.836 4.193 0.2 -0.5 0.2 -0.24
H -0.902 -8.700 3.173 -0.1 0.1 0.0 0.12
H -2.610 -8.231 3.109 0.1 0.0 0.0 0.12
H -0.285 -6.880 1.653 -0.1 0.0 0.0 0.11
H -1.681 -7.662 0.905 0.1 0.1 0.1 0.12
H -1.610 -4.961 1.344 -0.2 0.0 0.2 0.10
H -3.145 -5.867 1.509 0.1 0.1 0.2 0.11
H -1.791 -7.154 5.149 0.0 0.2 -0.1 0.11
H -0.307 -6.597 4.311 -0.2 0.1 0.0 0.11
C -2.648 0.621 -10.554 -0.1 -0.2 -0.2 -0.22
C -3.719 0.782 -9.477 -0.3 0.1 -0.2 -0.22
C -3.070 0.462 -8.132 -0.6 -0.2 0.3 -0.24
S -1.337 0.862 -8.306 0.2 0.1 -0.3 0.66
O -0.570 -0.362 -8.206 -0.1 0.5 0.3 -0.32
O -1.036 2.034 -7.510 0.2 -0.4 -0.1 -0.35
C -1.416 1.339 -10.022 0.0 0.1 -0.5 -0.23
H -2.971 1.036 -11.514 0.1 -0.1 0.1 0.12
H -2.428 -0.443 -10.701 0.0 0.2 0.0 0.12
H -4.081 1.818 -9.475 0.1 -0.2 0.0 0.12
H -4.581 0.134 -9.664 0.1 0.1 0.1 0.12
H -3.501 1.059 -7.325 0.2 -0.1 0.0 0.10
H -3.149 -0.602 -7.892 0.2 0.1 0.0 0.11
H -0.496 1.050 -10.533 0.0 0.0 0.2 0.11
H -1.545 2.424 -10.061 0.1 -0.1 0.1 0.11
C -9.197 -2.891 -1.989 -0.3 0.2 -0.1 -0.22
C -9.312 -4.407 -2.131 -0.3 -0.1 0.2 -0.22
C -8.199 -4.866 -3.073 -0.4 -0.5 -0.2 -0.23
S -6.877 -3.677 -2.900 0.4 -0.3 0.3 0.66
O -6.726 -2.970 -4.155 0.3 -0.1 0.3 -0.33
O -5.759 -4.302 -2.223 -0.2 0.4 -0.5 -0.33
C -7.721 -2.609 -1.750 -0.3 0.4 0.4 -0.24
H -9.816 -2.511 -1.172 0.1 0.0 -0.1 0.12
H -9.526 -2.406 -2.917 0.1 0.0 0.1 0.12
H -9.180 -4.877 -1.149 0.0 0.1 -0.1 0.12
H -10.295 -4.705 -2.508 0.2 0.0 0.1 0.12
H -7.831 -5.860 -2.807 0.1 0.2 -0.2 0.11
H -8.529 -4.857 -4.116 0.2 0.1 0.1 0.11
H -7.446 -1.569 -1.934 0.1 -0.2 0.0 0.09
H -7.423 -2.905 -0.739 0.1 0.0 -0.2 0.11

Record 2
149
Properties=species:S:1:pos:R:3:forces:R:3:lowdin_spin:R:1 method="wB97M-V/def2-TZVPD" e_tot_ev=-82969.42439 lumo_ev="-5.008 / -5.008" gap_ev="5.31 / 5.98" fmax_ev_per_a=5.03 total_charge=+1 multiplicity=5 homo_ev="-10.32 / -10.99"
C -1.471 -3.491 0.130 0.3 0.1 0.3 0.00
C 0.111 -3.557 -0.141 -0.9 1.4 -0.1 0.00
O 0.620 -4.893 -0.381 1.1 1.1 0.6 0.00
C 2.026 -5.009 -0.093 0.6 -1.3 -0.4 0.00
C 2.912 -3.747 -0.537 -3.0 0.7 -0.5 0.00
O 4.314 -4.049 -0.815 0.4 0.7 2.9 0.00
S 5.301 -3.710 0.525 0.2 -1.8 -0.9 0.00
C 4.530 -4.437 2.087 -1.1 -1.0 1.3 0.00
O 5.422 -4.260 3.228 -1.9 0.1 -0.8 0.00
C 4.530 -4.275 4.383 -2.0 -1.6 3.3 0.00
C 4.099 -2.833 4.971 0.7 -1.0 -0.8 0.00
O 4.104 -5.324 4.894 2.1 3.7 -2.7 0.00
B 5.462 -1.813 0.744 0.0 4.4 0.0 0.00
C 4.658 -1.019 1.928 -0.5 -0.1 -0.9 0.00
O 6.262 -1.005 -0.136 -0.8 -3.3 2.2 0.00
H -1.724 -3.280 1.234 0.6 -0.5 -1.7 0.00
H -1.967 -4.476 -0.152 0.6 1.4 0.2 0.00
H -1.871 -2.585 -0.451 0.4 -1.6 0.7 0.00
H 0.613 -3.020 0.754 -0.5 -1.0 -1.3 0.00
H 0.314 -2.949 -1.101 -0.2 -0.7 1.5 0.00
H 2.422 -5.910 -0.700 -0.7 1.4 0.9 0.00
H 2.139 -5.302 1.010 0.0 0.7 -1.3 0.00
H 2.741 -2.920 0.231 0.8 -0.9 -1.1 0.00
H 2.460 -3.355 -1.525 1.0 -0.7 1.5 0.00
H 3.528 -3.959 2.348 1.2 -0.4 -0.8 0.00
H 4.353 -5.562 1.923 0.4 1.7 -0.3 0.00
H 3.784 -2.925 6.074 0.6 0.0 -1.9 0.00
H 3.198 -2.505 4.338 1.4 -0.2 1.0 0.00
H 5.008 -2.158 4.833 -1.5 -0.6 0.3 0.00
H 5.229 -1.010 2.919 -0.9 -0.1 -1.3 0.00
H 3.585 -1.429 2.058 1.7 0.5 0.2 0.00
H 4.534 0.069 1.582 0.3 -1.5 0.6 0.00
H 7.099 -1.469 -0.366 -0.7 0.4 -0.5 0.00
C 1.426 2.536 4.921 0.8 -0.3 -0.3 0.00
C 1.706 3.500 3.733 -2.1 0.2 0.8 0.02
C 2.358 4.763 4.351 0.5 0.0 -0.1 0.01
C 2.985 5.726 3.353 -0.1 0.1 -0.1 0.00
C 3.894 4.983 2.381 0.0 0.0 0.4 0.01
C 3.163 3.825 1.675 -0.1 0.8 -2.0 0.03
N 2.524 2.883 2.646 3.6 -0.5 2.5 0.34
O 3.512 2.156 3.227 -1.9 0.5 -1.3 0.57
C 2.112 4.426 0.710 -0.3 0.1 0.1 0.00
C 4.152 3.101 0.729 0.1 -0.4 0.6 0.00
C 0.290 3.814 3.166 -0.2 0.1 -0.4 0.00
H 1.030 1.578 4.571 0.0 0.1 0.0 0.00
H 2.322 2.339 5.516 0.0 0.0 -0.2 0.00
H 0.691 2.973 5.603 0.0 0.2 -0.3 0.00
H 3.147 4.459 5.050 -0.1 -0.2 -0.1 0.00
H 1.622 5.307 4.954 -0.1 -0.3 -0.1 0.00
H 2.208 6.277 2.814 0.1 -0.1 0.0 0.00
H 3.569 6.478 3.891 -0.1 0.0 0.0 0.00
H 4.285 5.690 1.643 -0.1 -0.2 -0.1 0.00
H 4.769 4.604 2.925 -0.2 -0.2 0.0 0.00
H 1.550 3.636 0.198 0.1 0.1 0.1 0.00
H 2.596 5.030 -0.063 0.2 -0.2 0.1 0.00
H 1.398 5.089 1.199 0.0 -0.1 0.0 0.00
H 5.037 2.727 1.250 -0.2 0.0 0.1 0.00
H 4.515 3.781 -0.046 -0.3 0.1 0.2 0.00
H 3.667 2.258 0.225 0.0 0.1 0.1 0.00
H 0.031 4.872 3.270 0.0 -0.1 -0.1 0.00
H -0.493 3.238 3.669 0.2 0.1 0.2 0.00
H 0.183 3.544 2.114 0.2 0.1 0.1 0.00
C -1.719 -8.091 2.833 -0.2 0.7 -0.5 0.00
C -2.953 -8.728 2.133 1.1 -1.5 1.1 0.02
C -4.154 -8.498 3.087 -0.3 0.4 -0.1 0.01
C -5.524 -8.778 2.486 0.0 -0.1 -0.1 0.00
C -5.675 -8.088 1.136 0.2 0.2 0.4 0.01
C -4.540 -8.462 0.164 -1.1 -1.1 -1.5 0.02
N -3.186 -8.211 0.751 -0.8 4.1 1.3 0.33
O -2.987 -6.868 0.769 0.2 -2.3 -0.5 0.58
C -4.707 -9.949 -0.235 0.2 -0.3 0.2 0.00
C -4.742 -7.703 -1.171 0.4 0.5 0.3 0.00
C -2.588 -10.240 2.041 -0.1 -0.4 -0.2 0.00
H -0.832 -8.140 2.196 -0.1 0.0 0.0 0.00
H -1.889 -7.044 3.102 0.0 -0.1 -0.2 0.00
H -1.493 -8.617 3.764 -0.2 -0.2 -0.2 0.00
H -4.154 -7.454 3.424 0.2 0.0 -0.2 0.00
H -4.033 -9.102 3.993 0.3 0.0 -0.2 0.00
H -5.686 -9.857 2.393 0.0 0.0 -0.1 0.00
H -6.300 -8.415 3.166 0.1 -0.1 0.0 0.00
H -6.645 -8.352 0.704 0.2 0.0 -0.2 0.00
H -5.701 -7.001 1.289 0.2 -0.1 -0.1 0.00
H -3.907 -10.267 -0.912 -0.1 0.1 0.1 0.00
H -5.655 -10.105 -0.758 0.1 0.3 0.1 0.00
H -4.724 -10.630 0.616 0.1 0.1 0.0 0.00
H -4.784 -6.619 -1.038 0.2 -0.1 0.1 0.00
H -5.686 -7.993 -1.641 0.1 -0.2 0.3 0.00
H -3.939 -7.933 -1.878 0.0 0.0 0.1 0.00
H -3.267 -10.864 2.629 0.0 0.1 -0.1 0.00
H -1.573 -10.441 2.396 -0.2 0.2 0.1 0.00
H -2.589 -10.618 1.017 -0.1 0.1 0.1 0.00
C 4.926 6.084 -4.726 -0.3 -0.4 0.8 0.00
C 3.465 6.618 -4.744 1.3 1.1 -1.5 0.02
C 2.674 5.674 -5.686 -0.3 -0.3 0.2 0.01
C 1.160 5.822 -5.634 -0.1 0.1 0.0 0.00
C 0.664 5.803 -4.193 0.3 -0.3 -0.2 0.01
C 1.370 6.861 -3.324 -1.6 1.3 0.4 0.02
N 2.860 6.740 -3.383 0.1 -4.3 0.8 0.33
O 3.212 5.639 -2.668 -0.3 2.3 -0.7 0.58
C 0.906 8.264 -3.787 0.2 0.2 -0.3 0.00
C 0.840 6.764 -1.873 0.5 -0.4 0.1 0.00
C 3.598 8.044 -5.355 -0.2 0.4 0.0 0.00
H 5.547 6.648 -4.024 -0.1 0.0 0.0 0.00
H 4.978 5.026 -4.454 -0.1 0.2 0.1 0.00
H 5.377 6.172 -5.718 -0.3 0.2 0.0 0.00
H 2.908 4.631 -5.434 0.1 0.2 0.2 0.00
H 3.009 5.811 -6.720 0.2 0.1 0.2 0.00
H 0.849 6.740 -6.141 0.0 0.0 0.1 0.00
H 0.695 5.001 -6.186 0.1 0.1 0.0 0.00
H -0.419 5.967 -4.183 0.1 0.2 0.2 0.00
H 0.818 4.801 -3.772 0.2 0.2 0.1 0.00
H 1.400 9.052 -3.209 0.0 -0.1 -0.1 0.00
H -0.171 8.383 -3.641 0.1 -0.2 0.1 0.00
H 1.084 8.456 -4.845 0.1 0.0 0.1 0.00
H 0.973 5.770 -1.441 0.1 0.1 -0.1 0.00
H -0.233 6.973 -1.836 0.1 0.1 -0.3 0.00
H 1.337 7.491 -1.223 0.0 -0.1 -0.1 0.00
H 3.077 8.130 -6.314 0.0 0.0 0.1 0.00
H 4.642 8.323 -5.527 -0.1 -0.3 0.0 0.00
H 3.220 8.828 -4.698 -0.1 -0.2 0.0 0.00
C -2.079 3.273 -0.080 0.3 -0.9 -0.1 0.00
C -3.350 2.700 -0.769 -0.4 2.0 0.8 0.02
C -3.202 3.023 -2.278 0.1 -0.4 -0.3 0.01
C -4.184 2.308 -3.195 -0.1 0.0 0.0 0.00
C -4.221 0.815 -2.890 0.3 0.2 0.0 0.01
C -4.520 0.534 -1.405 -1.9 -0.9 -0.2 0.02
N -3.574 1.249 -0.492 3.6 -1.3 -2.1 0.33
O -2.373 0.619 -0.567 -2.1 0.8 0.8 0.58
C -5.986 0.939 -1.116 0.0 0.4 0.1 0.00
C -4.512 -0.996 -1.165 0.6 0.1 0.2 0.00
C -4.515 3.512 -0.129 -0.5 0.0 0.1 0.00
H -2.058 3.026 0.985 -0.1 0.0 -0.1 0.00
H -1.156 2.900 -0.535 -0.2 -0.1 0.1 0.00
H -2.049 4.362 -0.171 -0.3 -0.1 -0.1 0.00
H -2.192 2.752 -2.610 0.0 -0.1 0.2 0.00
H -3.288 4.103 -2.439 0.0 -0.1 0.3 0.00
H -5.182 2.749 -3.103 0.0 -0.1 0.0 0.00
H -3.884 2.457 -4.236 0.0 0.0 0.1 0.00
H -4.974 0.337 -3.525 0.0 -0.1 0.3 0.00
H -3.261 0.366 -3.176 0.0 0.0 0.2 0.00
H -6.239 0.776 -0.062 0.1 0.0 -0.1 0.00
H -6.679 0.337 -1.711 0.3 -0.1 0.0 0.00
H -6.210 1.977 -1.362 0.1 0.0 0.1 0.00
H -3.569 -1.464 -1.456 0.0 0.2 0.1 0.00
H -5.293 -1.484 -1.755 0.0 0.3 0.0 0.00
H -4.703 -1.229 -0.113 0.1 0.1 -0.1 0.00
H -5.041 4.127 -0.866 0.0 -0.1 0.1 0.00
H -4.166 4.182 0.662 0.2 0.0 -0.2 0.00
H -5.254 2.880 0.366 0.1 0.0 -0.2 0.00